This record from the OMol25 dataset describes C11H33NO6 as an isolated structure in a non-equilibrium geometry. The level of theory is ωB97M-V with the def2-TZVPD basis set.

Frontier orbital gap in eV: 8.402
Charge: 0
E_HOMO in eV: -8.1
E_LUMO in hartree: 0.0119
Total energy in eV: -25704.088

Last column: Löwdin charge in e.
Cartesian coordinates (Å):
C (-12.746, -8.343, -11.516)  -0.106
O (-13.408, -7.044, -11.734)  -0.134
H (-11.861, -8.416, -10.883)  0.059
H (-13.533, -9.001, -11.148)  0.067
H (-12.371, -8.634, -12.497)  0.096
H (-13.528, -6.567, -10.910)  -0.003
C (-14.614, -8.892, -9.247)  -0.083
O (-13.228, -9.004, -8.996)  -0.199
H (-15.179, -8.760, -8.324)  0.110
H (-14.908, -8.078, -9.909)  0.113
H (-14.934, -9.847, -9.662)  0.113
H (-13.016, -9.913, -8.772)  0.112
O (-15.128, -5.937, -7.946)  -0.042
H (-14.665, -6.171, -8.751)  -0.003
H (-16.050, -6.104, -8.143)  0.049
O (-12.612, -5.903, -7.788)  -0.044
H (-11.739, -5.581, -7.561)  0.104
H (-13.182, -5.556, -7.102)  0.124
O (-13.335, -6.886, -9.531)  -0.209
H (-12.914, -6.403, -8.819)  -0.154
H (-13.452, -7.770, -9.185)  -0.084
C (-9.372, -8.493, -7.505)  -0.036
C (-10.261, -8.726, -8.677)  -0.441
C (-11.475, -7.728, -8.685)  -0.127
C (-11.066, -6.318, -9.214)  -0.147
C (-10.415, -6.455, -10.617)  -0.087
C (-9.158, -7.412, -10.555)  -0.460
N (-9.560, -8.719, -9.943)  -0.114
O (-8.573, -9.703, -10.032)  -0.007
C (-8.888, -7.589, -12.026)  -0.062
C (-7.924, -6.666, -9.991)  -0.031
C (-10.928, -10.179, -8.605)  0.001
H (-8.635, -9.293, -7.432)  0.086
H (-9.860, -8.513, -6.530)  0.084
H (-8.887, -7.522, -7.404)  0.078
H (-12.346, -8.078, -9.239)  -0.020
H (-11.771, -7.625, -7.641)  0.137
H (-10.380, -5.806, -8.540)  0.114
H (-11.985, -5.745, -9.339)  0.111
H (-10.116, -5.522, -11.095)  0.123
H (-11.217, -6.809, -11.264)  0.084
H (-9.146, -6.684, -12.576)  0.087
H (-7.822, -7.759, -12.182)  0.078
H (-9.366, -8.460, -12.474)  0.087
H (-7.491, -6.000, -10.737)  0.082
H (-8.108, -6.125, -9.063)  0.062
H (-7.116, -7.345, -9.719)  0.083
H (-11.496, -10.339, -7.689)  0.091
H (-10.180, -10.970, -8.657)  0.083
H (-11.639, -10.360, -9.411)  0.079
H (-9.002, -10.459, -10.439)  0.098